{"formula": "C47H75Cl16F9NO5", "method": "wB97M-V/def2-TZVPD", "total_charge": 1, "homo_ev": -11.17, "orbital_gap_ev": 8.71, "symbols": ["Cl", "Cl", "Cl", "Cl", "Cl", "Cl", "Cl", "Cl", "Cl", "Cl", "Cl", "Cl", "Cl", "Cl", "Cl", "Cl", "F", "F", "F", "F", "F", "F", "F", "F", "F", "O", "O", "O", "O", "O", "N", "C", "C", "C", "C", "C", "C", "C", "C", "C", "C", "C", "C", "C", "C", "C", "C", "C", "C", "C", "C", "C", "C", "C", "C", "C", "C", "C", "C", "C", "C", "C", "C", "C", "C", "C", "C", "C", "C", "C", "C", "C", "C", "C", "C", "C", "C", "C", "H", "H", "H", "H", "H", "H", "H", "H", "H", "H", "H", "H", "H", "H", "H", "H", "H", "H", "H", "H", "H", "H", "H", "H", "H", "H", "H", "H", "H", "H", "H", "H", "H", "H", "H", "H", "H", "H", "H", "H", "H", "H", "H", "H", "H", "H", "H", "H", "H", "H", "H", "H", "H", "H", "H", "H", "H", "H", "H", "H", "H", "H", "H", "H", "H", "H", "H", "H", "H", "H", "H", "H", "H", "H", "H"], "coordinates": [[-9.931, -0.790, -2.152], [6.279, 3.215, -10.389], [-9.796, -0.030, 6.313], [-11.624, 0.381, 1.480], [-2.302, -0.857, 8.293], [-1.719, -3.488, 10.389], [-9.097, 2.438, 2.497], [-7.268, 2.023, 7.322], [4.142, 0.714, -11.313], [8.207, -1.769, -4.564], [11.421, 0.330, -5.703], [5.677, -3.148, -2.737], [2.663, 1.434, -5.760], [-12.330, 0.150, -4.391], [11.975, -2.302, -3.603], [4.421, 3.534, -7.796], [3.656, -3.077, 5.711], [3.417, -2.366, 2.863], [0.574, -2.896, 5.003], [4.292, -4.355, 4.048], [-0.778, -0.938, 4.007], [1.949, -4.009, 2.698], [-0.525, -2.689, 2.711], [1.805, -1.115, 4.964], [2.473, -4.945, 5.108], [-2.021, -0.628, 1.436], [5.336, 2.915, -2.599], [-0.489, -0.141, -0.811], [-0.411, -2.454, -0.224], [-5.650, -0.530, 2.165], [0.390, -0.563, 2.074], [-0.877, 0.163, 1.573], [0.184, 6.780, 3.182], [7.917, -1.572, -2.820], [3.180, 1.122, -7.439], [1.208, -1.049, 0.877], [1.076, 0.614, 2.663], [2.403, -3.008, 3.559], [-0.356, 5.561, 2.342], [1.275, -2.064, 4.096], [0.339, -4.275, -1.691], [3.416, -0.963, -0.583], [0.340, -1.249, -0.456], [12.251, -2.257, -5.363], [-8.571, -0.371, 7.563], [-1.694, 1.958, -0.119], [-10.012, 1.283, 3.501], [0.140, -1.554, 3.136], [4.763, 2.033, -12.341], [-6.021, 0.860, 2.208], [12.709, -0.894, -5.834], [-11.693, -1.010, -1.994], [4.546, 0.502, -2.521], [0.331, 5.256, 1.030], [-8.181, 0.871, 8.330], [-1.505, 4.758, 2.854], [3.202, -0.167, -1.970], [-1.422, -3.427, 8.635], [-1.322, 3.210, 0.779], [-3.166, -0.131, 2.159], [-10.402, 0.041, 2.732], [6.180, 2.421, -11.981], [3.172, -3.846, 4.701], [-0.716, -3.109, -1.475], [1.765, 1.435, 3.273], [-0.184, 4.057, 0.280], [4.515, 1.757, -7.753], [0.188, -5.280, -0.443], [4.328, 1.973, -3.079], [-6.184, 1.263, 3.753], [7.344, -2.823, -2.191], [-0.556, 0.880, 0.196], [4.765, 3.521, -1.410], [-1.983, 3.562, 2.061], [-4.448, -0.728, 1.400], [-0.989, -2.052, 8.176], [-12.356, -1.279, -3.327], [2.551, -0.286, 0.603], [2.159, 2.213, 3.968], [6.565, 3.132, -12.713], [13.018, -3.001, -5.581], [5.386, 0.534, -1.766], [1.513, -2.114, 1.133], [-0.689, -2.086, 7.128], [0.366, 3.836, -0.682], [4.158, 2.781, -0.811], [5.595, 3.924, -0.765], [-9.008, -1.105, 8.242], [-10.885, 1.801, 3.898], [4.855, 1.435, -8.737], [-2.330, -3.751, 8.127], [-4.580, -0.121, 0.452], [-12.102, -0.122, -1.514], [3.330, 2.423, -2.811], [0.087, -4.806, -2.650], [-9.054, 1.389, 8.727], [-1.734, -3.602, -1.393], [-0.842, -5.103, -0.023], [-7.710, -0.830, 7.077], [7.949, -3.700, -2.419], [-11.876, -2.102, -3.854], [-0.617, 7.381, 3.683], [7.305, -2.709, -1.107], [-7.028, 1.069, 1.734], [7.257, -0.716, -2.682], [2.397, 1.484, -8.106], [0.835, 6.330, 3.999], [2.448, 0.791, 0.303], [8.880, -1.337, -2.363], [-2.024, 4.965, 3.829], [-11.845, -1.859, -1.327], [-10.840, -0.692, 3.410], [-0.144, -1.684, 8.758], [2.752, -0.841, -2.765], [-1.659, 2.240, -1.216], [4.517, -0.915, -0.343], [3.061, -2.031, -0.732], [-0.635, -4.152, 8.422], [-0.774, -2.391, -2.346], [3.289, -0.297, 1.464], [-2.834, 2.959, 2.461], [0.968, -1.482, -1.360], [-9.367, 1.013, 4.338], [-6.279, 0.333, 4.382], [-9.540, -0.417, 2.247], [12.993, -0.944, -6.886], [-2.729, 1.568, 0.069], [6.841, 1.554, -11.968], [-5.282, 1.544, 1.706], [13.569, -0.542, -5.265], [-3.200, -0.559, 3.197], [4.867, -0.123, -3.413], [5.275, 1.477, -7.022], [2.432, 0.661, -1.832], [0.408, 1.460, 0.174], [-13.404, -1.538, -3.171], [-4.329, -1.813, 1.141], [-1.147, 0.996, 2.299], [11.329, -2.563, -5.857], [3.249, 0.039, -7.553], [0.880, 7.397, 2.549], [0.943, -4.953, 0.329], [4.404, 2.024, -4.218], [-7.534, 0.602, 9.166], [-3.272, 0.984, 2.108], [1.405, -3.919, -1.750], [-7.105, 1.903, 3.935], [4.064, 4.354, -1.728], [4.082, 2.880, -12.251], [0.308, -6.355, -0.735], [1.188, 5.877, 0.654], [4.727, 1.675, -13.370], [-5.291, 1.840, 4.139]], "atomic_forces_ev_per_a": [[0.04, 0.03, 0.00], [0.06, -0.10, -0.21], [-0.01, -0.24, 0.47], [-0.01, 0.01, -0.04], [-0.05, 0.07, 0.01], [-0.03, 0.03, -0.03], [-0.39, 0.25, -0.21], [-0.03, 0.01, -0.06], [-0.04, -0.03, 0.03], [-0.09, 0.01, -0.02], [0.00, 0.00, 0.04], [-0.11, -0.02, -0.03], [-0.33, -0.10, -0.22], [0.04, -0.01, -0.01], [-0.05, 0.01, 0.07], [-0.16, 0.03, 0.29], [-1.33, -1.09, -1.04], [-1.81, 0.04, 0.97], [0.73, 0.89, -1.75], [-1.66, 0.76, 0.91], [1.66, -0.50, -1.33], [-0.11, 1.90, 1.20], [1.72, 2.21, -0.20], [-0.56, -0.92, -2.29], [0.70, 2.20, -0.07], [1.21, 0.43, 0.21], [-1.65, -0.60, 1.28], [0.50, -0.13, 0.68], [0.21, 1.50, -0.72], [1.22, 0.42, -0.82], [1.31, 2.82, -0.02], [-3.30, 2.59, -0.69], [0.55, -1.34, 0.02], [0.08, 0.04, 0.13], [0.07, -0.12, -0.35], [1.85, -2.06, -1.92], [1.94, 0.61, 1.82], [1.87, -1.75, -0.88], [-0.52, -0.58, -0.87], [0.16, -0.90, 2.94], [-0.76, -0.39, 0.51], [-1.22, 0.33, -0.87], [-0.56, -1.00, 0.25], [0.03, -0.05, -0.24], [0.13, -0.15, 0.25], [0.71, 0.32, 0.59], [0.01, -0.08, 0.00], [-3.45, -1.36, 2.43], [0.08, 0.21, -0.20], [-1.07, 1.04, 1.68], [0.13, -0.07, -0.05], [-0.21, -0.06, 0.06], [-0.64, 0.01, -0.92], [-3.27, -2.72, 1.45], [-0.07, -0.08, 0.14], [1.26, -1.45, -2.89], [0.10, 0.20, 0.12], [0.05, -0.07, -0.11], [0.79, 1.88, 0.57], [-1.99, -1.28, -0.10], [0.13, -0.07, 0.12], [0.11, -0.03, -0.14], [1.82, -1.21, -0.59], [0.12, -1.32, -0.75], [-2.22, -1.54, -0.66], [-0.20, 1.41, 2.20], [0.07, -0.15, 0.03], [0.03, 1.09, -0.51], [0.66, 0.62, -1.13], [0.11, 0.27, -0.06], [0.25, 0.06, 0.14], [-0.38, -0.24, -0.33], [0.35, 0.41, -0.05], [2.36, 1.86, -0.82], [-0.02, 1.02, -0.40], [0.20, -0.11, -0.09], [-0.04, -0.14, 0.07], [1.87, 0.21, -0.32], [-0.35, -1.02, -1.24], [-0.11, -0.03, 0.01], [0.01, 0.10, 0.04], [-1.01, -0.07, -0.68], [-0.47, 1.25, -0.29], [-0.07, -0.09, 0.05], [-0.99, -0.01, 1.09], [0.69, 0.56, -0.46], [-0.86, -0.33, -0.74], [-0.01, 0.11, 0.00], [0.06, 0.00, -0.13], [-0.11, 0.03, 0.03], [0.03, 0.10, 0.08], [0.40, -0.92, 0.65], [0.09, -0.02, -0.11], [0.65, -0.77, -0.30], [0.28, 0.55, 0.84], [0.05, -0.02, -0.13], [1.14, 0.75, 0.08], [1.05, -0.50, -0.23], [-0.08, 0.12, -0.03], [-0.09, 0.08, -0.08], [0.04, 0.13, 0.03], [0.71, -0.50, -0.69], [-0.01, 0.06, -0.07], [1.21, -0.74, 0.20], [0.00, -0.11, -0.08], [0.08, 0.07, 0.11], [-0.77, 0.66, -0.79], [-0.33, -1.01, 0.48], [-0.02, -0.11, -0.03], [0.79, 0.02, -1.20], [0.01, 0.01, -0.09], [0.01, 0.11, 0.02], [-0.14, -0.04, 0.05], [0.67, 0.69, 0.93], [0.20, -0.41, 1.30], [-1.32, -0.31, -0.01], [0.84, 1.08, 0.33], [0.01, 0.10, 0.01], [0.18, -0.53, 1.01], [-1.48, -0.07, -0.53], [0.82, 0.67, -0.48], [-0.04, 0.66, 1.15], [-0.02, 0.12, -0.41], [0.08, 0.86, -0.76], [-0.06, 0.11, -0.02], [-0.07, -0.06, 0.05], [1.02, 0.27, -0.02], [-0.11, 0.04, 0.05], [-0.54, -0.79, 0.37], [-0.13, -0.03, 0.03], [0.27, 0.75, -0.78], [-0.03, 0.65, 1.23], [-0.11, 0.07, 0.01], [0.85, -0.96, -0.01], [-0.79, -0.61, 0.47], [0.06, 0.06, 0.06], [-0.07, 1.03, 0.48], [0.99, -1.12, -0.46], [0.02, 0.11, 0.11], [0.07, 0.07, 0.05], [-0.96, -0.39, 0.65], [-0.85, -0.72, -0.65], [0.02, -0.28, 1.85], [-0.01, -0.05, -0.09], [0.50, -1.06, 0.35], [-1.06, -0.12, -0.09], [1.30, -0.80, -0.33], [0.76, -0.77, 0.45], [0.07, -0.09, 0.11], [0.04, 1.08, 0.38], [-1.13, -0.76, 0.46], [0.06, -0.03, 0.08], [-0.88, -0.65, -0.41]]}